Here is a cluster of 2 separate species, C3H7O3 in total in a non-equilibrium geometry from the Open Molecules 2025 dataset. Energies are from ωB97M-V/def2-TZVPD.

The geometry in ORCA input format:
```
! wB97M-V def2-TZVPD RIJCOSX def2/J DEFGRID3
* xyz 0 2
C 2.090 -1.716 -0.276
O 2.144 -0.441 0.380
H 1.507 -0.442 1.101
H 1.526 -1.657 -1.200
H 3.130 -2.028 -0.346
H 1.553 -2.458 0.325
C -2.105 1.787 0.191
C -1.262 0.679 -0.414
O -0.200 0.763 -0.990
O -1.537 -0.503 0.074
H -3.131 1.724 -0.159
H -1.619 2.745 0.061
H -2.096 1.545 1.255
*
```

Lowest unoccupied orbital energy (spin up / spin down)   0.678 / -2.901 eV
Highest occupied orbital energy (spin up / spin down)   -10.035 / -10.025 eV
<S²>   0.76